(1)
Entry from the Open Molecules 2025 dataset: a cluster of 2 separate species, C6H12ClN2 in total in a non-equilibrium geometry (the ωB97M-V functional and the def2-TZVPD basis).

## Properties
* energy above the lowest of the compared OMol25 structures with the same formula, charge and spin: 23.3 kcal per mole
* lowest unoccupied orbital energy (alpha / beta): -3.84 / -6.22 eV
* net charge: +1
* <S²>: 2.016
* 2S+1: 3

Last column: Mulliken spin population.
CARTESIAN COORDINATES (ANGSTROEM)
H  2.43  -1.45  -0.21  0.010
C  0.65  0.08  0.90  0.246
C  -0.32  0.92  1.32  0.058
H  3.35  -0.22  -1.22  0.002
H  3.62  -0.44  0.42  0.020
C  2.81  -0.43  -0.33  -0.018
C  -2.68  -1.97  -0.13  -0.024
C  1.63  1.79  -0.58  -0.017
H  2.41  2.48  -0.09  0.026
H  0.56  2.21  -0.42  0.004
H  0.65  -0.91  1.26  0.026
H  -2.15  2.01  1.50  0.029
C  -2.24  -0.78  -0.73  0.769
Cl  -2.95  0.69  -0.46  0.106
H  -1.40  -0.72  -1.37  0.023
H  1.59  1.67  -1.71  0.012
H  -1.85  -2.51  0.27  0.038
N  -1.17  1.61  1.80  0.193
H  -3.40  -1.78  0.66  0.007
N  1.61  0.45  -0.10  0.421
H  -3.16  -2.69  -0.79  0.071

(2)
Entry from the Open Molecules 2025 dataset: a cluster of 2 separate species, CHClO2PS in total in a non-equilibrium geometry (the ωB97M-V functional and the def2-TZVPD basis).

## Properties
* energy above the lowest of the compared OMol25 structures with the same formula, charge and spin: 47.6 kcal per mole
* lowest unoccupied orbital energy (alpha / beta): 3.25 / 3.30 eV
* net charge: -1
* <S²>: 2.053
* 2S+1: 3

Last column: Mulliken spin population.
CARTESIAN COORDINATES (ANGSTROEM)
H  1.39  -0.90  -0.17  0.003
O  -1.64  1.28  -0.28  0.006
Cl  -1.65  -1.55  -0.71  0.007
P  -0.79  0.12  -0.03  0.090
S  1.79  1.43  -0.57  0.392
C  0.93  0.05  -0.39  0.221
O  -0.04  -0.43  2.15  1.281

(3)
Entry from the Open Molecules 2025 dataset: a structure of composition C5H8N2O in a non-equilibrium geometry (the ωB97M-V functional and the def2-TZVPD basis).

## Properties
* energy above the lowest of the compared OMol25 structures with the same formula, charge and spin: 121.3 kcal per mole
* lowest unoccupied orbital energy: 0.32 eV
* 2S+1: 1

Last column: Löwdin charge in e.
CARTESIAN COORDINATES (ANGSTROEM)
N  0.01  0.45  0.61  -0.211
C  -0.33  -0.88  0.98  -0.160
C  -1.67  -0.98  0.20  -0.013
H  -0.30  0.78  -1.46  0.122
O  1.68  -1.22  -0.80  -0.039
C  -1.91  0.17  -0.58  -0.032
H  -0.23  -0.82  2.01  0.094
C  2.19  -0.19  -0.28  -0.305
H  -0.74  2.09  -0.50  0.117
N  1.50  0.64  0.62  0.030
C  -0.66  0.99  -0.42  -0.296
H  -2.72  0.20  -1.31  0.102
H  -2.20  -1.90  0.11  0.076
H  1.68  1.94  0.85  0.289
H  0.42  -1.47  0.46  0.081
H  3.28  0.24  -0.50  0.146

(4)
Entry from the Open Molecules 2025 dataset: a cluster of 3 separate species, C48H50NO9P2 in total in a non-equilibrium geometry (the ωB97M-V functional and the def2-TZVPD basis).

## Properties
* lowest unoccupied orbital energy: -4.94 eV
* net charge: +1
* 2S+1: 1

Last column: Löwdin charge in e.
CARTESIAN COORDINATES (ANGSTROEM)
C  -0.91  0.50  9.59  -0.006
H  0.82  -2.95  -5.04  0.060
H  -1.21  -3.47  -6.06  0.078
C  -0.62  1.65  10.32  -0.083
C  -1.89  -0.37  10.03  -0.058
H  -8.29  0.43  -10.32  0.111
C  3.68  2.24  6.25  -0.051
O  5.64  1.88  -1.72  0.215
C  1.00  2.65  2.21  -0.173
C  -2.59  -0.10  11.20  -0.054
H  1.81  0.64  0.39  0.118
H  2.14  1.34  -3.11  0.124
P  6.52  -0.90  -2.09  0.440
O  3.52  2.52  -1.52  0.000
H  -2.11  -1.26  9.46  0.106
H  -0.60  0.68  0.95  0.083
H  4.49  -0.17  5.15  0.079
C  0.33  5.20  12.56  0.001
H  -0.12  -0.04  -2.33  0.041
C  -5.28  -5.96  -10.98  0.005
H  -4.18  -7.80  -11.12  0.111
H  -6.06  -6.28  -11.65  0.124
H  3.88  1.83  0.41  0.124
H  -2.38  -7.04  -9.60  0.107
H  -1.70  -1.78  -6.28  0.071
C  4.82  -0.73  -2.76  -0.102
H  4.15  3.13  5.85  0.078
H  1.83  3.01  4.59  0.113
H  2.82  1.47  2.34  0.096
H  -4.78  -0.43  -8.03  0.115
C  1.75  1.64  -0.03  -0.160
C  -0.10  -2.18  -2.28  -0.126
O  7.51  -0.21  -2.89  -0.199
O  -3.52  -2.57  -8.12  0.079
C  -6.45  -3.79  -10.78  -0.275
H  -0.93  -2.87  -2.37  0.074
C  3.43  -0.01  4.98  -0.048
H  -1.48  -0.77  -3.24  0.077
C  -4.22  -6.81  -10.68  -0.050
H  4.83  -2.72  -3.59  0.141
H  2.86  -0.52  5.75  0.091
C  -2.32  1.05  11.93  0.001
C  1.88  1.59  2.88  -0.201
C  2.12  5.72  11.04  -0.055
C  -5.53  -0.74  -8.74  -0.006
C  -3.21  -6.38  -9.82  -0.057
H  1.60  6.91  12.75  0.109
C  -1.07  3.16  12.28  -0.276
C  -1.15  -2.47  -5.65  -0.130
H  2.41  4.35  9.42  0.116
C  -4.32  -4.27  -9.55  -0.084
H  0.74  -1.95  -6.52  0.081
C  0.78  3.76  10.68  -0.083
C  -5.33  -4.69  -10.42  -0.079
H  -1.48  2.25  0.98  0.084
C  -3.26  -5.12  -9.26  -0.009
C  -0.65  1.70  0.55  -0.066
C  0.47  2.56  9.86  -0.272
H  2.69  -2.56  -4.46  0.150
H  6.12  -2.99  -1.63  0.088
H  0.08  2.71  2.80  0.119
C  2.25  2.07  4.27  -0.087
H  -8.22  -1.85  -11.28  0.124
H  -0.26  5.43  13.44  0.122
C  -6.54  0.14  -9.11  -0.055
H  -0.85  1.59  -0.52  0.064
O  -1.72  3.43  13.26  0.113
H  -3.35  -0.79  11.54  0.109
H  3.00  3.35  0.28  0.138
C  2.26  -0.66  -3.84  -0.334
O  -7.33  -4.15  -11.53  0.118
C  4.29  -1.80  -3.44  0.000
H  -1.61  -2.54  -4.66  0.055
C  0.68  2.43  0.72  -0.373
O  6.54  -0.53  -0.54  -0.079
H  1.50  3.61  2.35  0.114
C  0.33  -2.10  -5.53  -0.416
H  0.54  3.41  0.27  0.142
C  -1.33  1.93  11.49  -0.080
N  3.04  -1.75  -3.96  0.118
H  3.13  -0.38  4.01  0.058
C  1.37  6.02  12.17  -0.052
H  1.38  1.52  -1.05  0.087
C  -0.43  -0.84  -2.99  -0.368
C  -7.51  -0.26  -10.03  -0.049
C  4.03  0.44  -2.62  -0.032
O  1.09  2.32  8.84  0.091
P  0.57  -0.57  -4.53  1.047
C  2.76  0.46  -3.18  0.018
C  -5.48  -2.01  -9.30  -0.085
H  5.68  -0.72  -0.14  0.092
H  0.76  -2.69  -2.70  0.044
H  -2.48  -4.79  -8.59  0.110
C  0.04  4.06  11.82  -0.081
H  -6.58  1.13  -8.68  0.108
H  2.94  6.36  10.75  0.108
C  -4.37  -2.92  -8.92  -0.270
H  1.36  0.63  2.93  0.116
C  -6.46  -2.41  -10.20  -0.080
H  2.87  2.57  6.90  0.063
H  -2.86  1.26  12.84  0.122
C  4.49  1.67  -1.90  -0.453
C  3.10  2.36  -0.14  -0.106
C  -7.47  -1.53  -10.57  0.004
H  -0.36  0.30  8.68  0.117
C  3.09  1.45  5.10  -0.342
H  4.39  1.65  6.83  0.075
O  6.78  -2.49  -2.13  -0.107
C  1.83  4.59  10.30  -0.003
H  0.12  -2.03  -1.22  0.070

(5)
Entry from the Open Molecules 2025 dataset: a structure of composition C40H47CaN5O11PS (the ωB97M-V functional and the def2-TZVPD basis).

## Properties
* energy above the lowest of the compared OMol25 structures with the same formula, charge and spin: 1.8 kcal per mole
* lowest unoccupied orbital energy: 0.93 eV
* net charge: -1
* 2S+1: 1

Last column: Löwdin charge in e.
CARTESIAN COORDINATES (ANGSTROEM)
H  0.40  0.69  -3.35  0.041
C  4.62  -2.51  -4.76  0.081
H  1.36  2.11  -1.21  0.105
O  1.44  -0.27  3.09  -0.298
H  2.49  -4.92  2.92  0.077
C  3.92  -3.52  -4.14  -0.112
H  -0.91  -1.66  -2.67  0.021
C  -1.38  1.56  2.23  -0.282
C  -4.03  3.05  -0.43  -0.280
H  -2.70  1.48  -0.01  0.063
H  -3.67  -0.06  -4.61  0.089
C  3.89  -0.75  0.26  -0.298
N  -1.58  0.34  1.66  -0.263
C  -1.92  2.07  3.39  -0.023
O  5.85  -0.39  -5.88  0.073
C  2.91  -3.29  -3.23  0.086
C  5.25  -1.06  0.83  -0.068
H  -5.03  4.11  1.16  0.067
H  -4.49  2.48  1.60  0.072
C  1.37  3.86  0.08  -0.045
H  -5.96  4.89  -3.42  0.062
P  1.64  -0.95  1.65  0.857
N  0.10  1.85  0.37  0.057
H  -4.52  4.78  -4.44  0.072
H  -3.72  -1.25  6.71  0.101
C  -2.35  -1.40  3.63  -0.255
C  -4.23  3.38  1.03  -0.045
C  -0.08  3.65  1.99  -0.158
H  -0.01  0.47  -5.07  0.076
O  3.67  -5.80  -3.91  0.085
H  -2.69  1.26  -5.29  0.057
C  2.51  -0.09  4.03  -0.283
C  -3.03  -1.52  5.92  -0.078
S  -2.62  -0.78  1.98  0.560
C  -0.38  0.84  -4.10  -0.053
O  2.24  -2.44  1.97  -0.293
H  -0.90  -1.78  -4.41  0.086
O  -4.01  -0.41  1.94  -0.290
O  -2.17  -1.85  1.07  -0.412
C  -5.23  4.20  -3.84  -0.073
H  -2.42  -1.89  -3.50  0.087
H  -5.39  4.58  -1.14  0.093
O  0.91  -2.67  -1.39  -0.016
Ca  -0.75  -0.40  -0.46  1.322
H  -4.08  -0.41  4.40  0.110
H  -2.02  3.72  4.77  0.101
C  0.85  4.39  1.23  -0.013
H  3.29  -0.84  3.85  0.108
H  -0.27  -3.40  5.37  0.094
C  -0.67  4.14  3.19  -0.061
C  -1.46  -1.38  -3.56  -0.063
C  -3.18  2.04  -0.80  -0.020
H  0.89  -5.48  2.40  0.083
H  -2.29  -0.40  -5.67  0.074
N  4.27  -4.91  -4.48  -0.350
O  3.06  -0.22  1.30  -0.290
H  -0.62  -2.52  3.07  0.082
C  1.50  -1.70  -1.90  -0.681
C  1.48  -3.59  1.57  -0.309
H  2.73  0.01  6.16  0.074
C  -0.43  2.37  1.51  -0.164
H  0.47  -3.29  1.29  0.086
C  -3.66  2.40  -3.10  -0.017
H  2.37  -4.09  -2.76  0.134
H  5.18  -1.82  1.61  0.075
C  -4.71  3.78  -1.41  -0.064
C  2.59  -1.98  -2.91  -0.083
N  5.01  -0.11  -5.05  -0.349
H  1.13  0.50  5.56  0.080
H  3.44  -1.66  -0.15  0.097
C  -2.93  1.63  -2.14  -0.295
N  -2.07  0.60  -2.33  -0.065
H  -2.65  1.49  3.94  0.095
C  0.96  2.57  -0.31  -0.113
O  4.76  1.02  -4.68  0.088
H  5.70  -0.16  1.26  0.077
C  -1.09  -2.73  5.17  -0.083
O  1.29  -0.48  -1.64  -0.184
H  5.40  -2.71  -5.47  0.129
C  -4.51  3.44  -2.74  -0.305
H  2.95  0.89  3.85  0.117
H  -3.32  3.80  1.48  0.065
C  -1.96  -2.37  6.19  -0.087
H  2.08  4.40  -0.52  0.101
H  1.13  5.38  1.56  0.113
H  -0.40  5.12  3.55  0.103
C  -3.23  -1.04  4.64  -0.072
C  -1.56  3.35  3.86  -0.088
H  -1.81  -2.75  7.19  0.099
H  3.94  -0.01  -0.54  0.115
C  1.48  -4.60  2.69  -0.068
O  5.14  -5.09  -5.31  0.074
H  3.01  0.09  -3.26  0.130
C  -1.28  -2.24  3.88  -0.050
H  5.92  -1.43  0.04  0.075
C  -2.66  0.26  -4.87  -0.081
H  -0.57  1.91  -4.19  0.081
C  4.27  -1.22  -4.42  -0.110
H  1.56  -1.21  5.60  0.065
H  -3.59  2.20  -4.15  0.061
H  1.95  -3.99  0.67  0.108
C  1.95  -0.21  5.42  -0.070
C  3.27  -0.93  -3.51  0.081
H  -5.75  3.52  -4.52  0.071
C  -1.68  0.13  -3.68  -0.629
H  1.04  -4.17  3.59  0.051